(1)
Molecular formula: C12H27N2O10S2
Method: DFT, ωB97M-V with the def2-TZVPD basis set

Total charge: -1
HOMO-LUMO gap in eV: 8.2

```
53
Properties=species:S:1:pos:R:3:forces:R:3
C 4.003 -1.162 -0.683 -0.537 1.111 -1.001
C 5.038 -0.542 -1.678 -0.032 -1.189 0.464
O 5.656 0.625 -1.151 0.287 0.191 -0.512
C 5.198 1.796 -1.788 -1.924 0.800 0.006
C 3.679 1.997 -1.396 1.480 -0.984 0.075
O 3.290 3.370 -1.476 -1.928 -0.710 -0.118
S 1.702 3.499 -0.965 -2.607 2.669 0.966
O 1.218 4.860 -1.322 1.894 -2.603 0.103
O 1.680 3.272 0.494 0.541 -0.428 -2.468
N 0.876 2.381 -1.899 -0.099 -0.484 1.696
S -0.491 1.807 -1.126 0.315 2.065 2.151
N -1.129 0.652 -2.234 0.922 0.587 0.173
O -0.249 1.043 0.126 -0.408 0.491 -2.140
O -1.443 2.932 -0.937 1.047 -2.332 -0.814
H 4.232 -0.915 0.358 0.150 -0.243 -0.360
H 3.034 -0.674 -0.918 0.278 -0.403 0.440
H 3.868 -2.246 -0.820 0.257 0.339 0.057
H 5.815 -1.314 -1.851 -0.062 0.558 -0.017
H 4.577 -0.299 -2.656 0.137 -0.268 0.417
H 5.750 2.697 -1.487 0.194 -0.578 0.117
H 5.203 1.708 -2.895 0.468 0.000 0.429
H 3.105 1.343 -2.078 -0.154 0.626 0.400
H 3.570 1.620 -0.363 -0.090 0.285 -0.358
H -0.545 0.679 -3.071 -0.213 0.305 -0.019
H -0.934 -0.254 -1.813 -0.062 0.165 0.211
O 2.909 -1.565 2.141 0.177 -0.267 0.351
C 1.894 -2.185 2.287 -0.233 0.393 -0.545
O 1.921 -3.338 2.984 0.306 -0.305 0.506
C 0.746 -4.051 3.370 -0.110 -0.092 -0.130
C 0.270 -4.972 2.266 -0.027 0.013 -0.181
C 0.614 -1.743 1.634 -0.376 0.292 0.460
H -0.033 -3.366 3.707 -0.004 0.027 -0.098
H 1.032 -4.645 4.238 0.154 0.091 -0.015
H -0.012 -4.414 1.372 -0.074 0.026 0.070
H -0.592 -5.554 2.596 0.017 0.006 0.004
H 1.067 -5.658 1.975 -0.006 -0.011 0.100
H 0.597 -2.106 0.606 0.003 0.034 0.006
H 0.586 -0.655 1.624 0.142 -0.038 -0.264
H -0.285 -2.073 2.153 0.000 -0.161 -0.140
O -6.944 -0.998 0.886 0.023 -0.119 0.079
C -6.354 -0.084 0.369 -0.120 0.182 0.105
O -5.132 0.238 0.798 0.214 -0.356 0.079
C -4.280 1.186 0.128 0.253 0.413 -0.009
C -4.579 2.602 0.566 -0.229 0.136 0.001
C -7.004 0.758 -0.695 0.080 -0.104 -0.646
H -4.333 1.063 -0.955 -0.058 -0.012 0.044
H -3.261 0.932 0.418 -0.097 -0.133 0.047
H -5.599 2.897 0.307 0.030 -0.006 -0.066
H -3.885 3.298 0.095 0.079 -0.107 0.017
H -4.488 2.691 1.650 0.100 -0.038 -0.030
H -7.615 1.525 -0.218 0.032 0.002 0.000
H -7.645 0.115 -1.297 -0.119 0.003 0.208
H -6.300 1.226 -1.378 -0.013 0.161 0.152
```
Forces are in eV/Å.

=====

(2)
Molecular formula: FH2NS
Method: DFT, ωB97M-V with the def2-TZVPD basis set

HOMO-LUMO gap (spin up / spin down) in eV: 9.8 / 9.1

```
5
Properties=species:S:1:pos:R:3:forces:R:3
N 0.078 -0.826 -0.804 -1.733 0.077 -2.033
F -0.808 -1.441 0.051 0.033 -0.275 0.412
S 1.482 -0.554 -0.115 0.201 -0.153 3.728
H -1.386 1.177 -0.634 0.011 0.012 -0.041
H 0.892 -0.672 1.263 1.488 0.339 -2.066
```
Forces are in eV/Å.

=====

Number 1: largest force on an atom 3.853 eV Å⁻¹. Number 2: largest force on an atom 3.736 eV Å⁻¹.